Formula: C17H29N4O
Source: the Open Molecules 2025 dataset
Level of theory: ωB97M-V with the def2-TZVPD basis set

Element x y z (Å)
C 4.144 -4.210 0.490
C 3.459 -3.037 -0.372
C 2.207 -3.372 -1.259
C 1.486 -2.265 -2.078
C 2.038 -0.822 -1.994
C 1.321 0.374 -2.778
C 0.786 1.422 -1.690
N 0.229 2.758 -2.156
C -0.214 3.343 -1.028
C -0.047 2.435 0.311
C -0.051 0.955 -0.411
C -1.628 0.672 -0.500
C -2.072 -0.618 -1.338
N -3.572 -0.748 -1.116
N -1.890 -0.513 -2.815
N -1.481 -1.877 -0.751
C 3.316 -0.460 -1.151
C 4.026 -1.586 -0.336
H 3.281 -4.917 0.791
H 4.615 -3.839 1.460
H 4.870 -4.811 -0.155
H 1.815 -4.448 -1.301
H 0.576 -2.436 -2.737
H 2.164 0.918 -3.360
H 0.565 0.049 -3.564
H 1.778 1.776 -1.202
H 0.211 3.141 -3.116
H -0.681 4.389 -1.018
H 1.001 2.504 0.784
H -0.913 2.437 1.058
H 0.615 0.302 0.247
H -2.258 1.550 -0.876
H -1.980 0.480 0.586
H -3.852 -1.740 -1.241
H -4.031 -0.220 -1.887
H -1.232 -1.258 -3.124
H -1.514 0.413 -3.088
H -1.698 -2.598 -1.473
H -2.064 -2.159 0.065
H 3.758 0.585 -1.084
H 4.951 -1.398 0.325
C -0.913 1.902 4.620
C -2.220 1.787 3.883
O -2.254 1.597 2.677
C -3.484 1.917 4.688
H -0.087 1.789 3.914
H -0.838 2.883 5.093
H -0.841 1.113 5.372
H -3.522 2.899 5.164
H -3.525 1.129 5.443
H -4.347 1.814 4.027

Computed properties:
Energy above the lowest of the compared OMol25 structures with the same formula, charge and spin ... 4.955 eV
LUMO level ... -4.3 eV
Charge ... +1
Calculated total energy ... -958.9760 Eh
HOMO energy ... -10.9 eV
Orbital gap ... 6.593 eV